The following is a DFT calculation (wB97M-V/def2-TZVPD) of 11 unconnected molecules or ions with the total composition C32H74N10O14S at a distorted geometry.

Kohn-Sham gap: 9.3 eV
highest occupied orbital energy: -9.2 eV
SMILES: O=S1(=O)OCCO1.CNC(C)=O.CNC(C)=O.CNC(C)=O.CNC(C)=O.CNC(C)=O.CNC(C)=O.CNC(C)=O.CNC(C)=O.CNC(C)=O.CNC(C)=O
maximum force: 0.0625 Eh/bohr

Last column: Löwdin charge in e.
Positions of all 131 atoms, in Å:
H: -3.913 -1.442 -3.682  0.068
H: -1.816 -1.191 -4.644  0.062
H: -2.015 -4.070 0.631  0.094
C: 4.341 2.151 -0.008  0.015
H: 0.542 -5.512 -0.409  0.075
H: -4.217 2.914 -1.638  0.072
C: -7.787 -2.173 -1.421  -0.052
C: 2.051 2.221 4.510  -0.554
H: 3.571 -4.752 6.081  0.079
N: -0.855 -5.387 -3.173  0.011
C: 1.034 4.105 -2.487  0.019
H: -1.977 -2.283 0.553  0.068
H: 0.690 -6.685 -1.528  0.089
H: 2.227 -1.651 -2.649  0.096
H: 1.103 -4.937 4.802  0.105
C: -1.835 -4.659 -3.971  -0.051
H: 0.140 -1.031 4.358  0.052
H: 2.546 4.279 4.326  0.054
O: 3.279 4.755 -2.931  0.001
H: -2.038 0.488 -4.129  0.066
H: 2.426 6.423 -1.797  0.066
H: 1.925 3.669 2.859  0.086
C: -5.140 2.755 -2.205  -0.008
H: -8.494 -1.359 -1.467  0.072
N: 2.257 6.825 -0.915  0.015
H: 0.822 1.128 -0.780  0.110
H: -2.618 -5.364 -4.313  0.101
O: -0.002 -4.099 2.288  0.022
C: 3.552 2.900 -4.873  -0.039
H: -6.993 0.188 0.059  0.076
H: 0.634 6.714 0.483  0.081
H: 4.426 3.305 -4.383  0.075
C: 3.060 -4.973 5.149  -0.095
O: 3.242 7.462 1.050  0.022
O: 2.513 -7.669 5.450  0.015
C: 0.107 -7.317 5.250  0.007
O: -2.252 0.090 1.892  -0.244
O: -6.902 1.137 -2.213  0.018
H: 0.311 1.474 2.269  0.101
N: 1.759 -5.545 5.255  0.008
H: -8.219 -3.098 -1.941  0.102
H: -4.916 -0.216 -2.946  0.074
H: -1.166 -1.155 2.525  0.091
C: 0.185 1.845 1.249  -0.163
C: 3.332 0.796 6.089  -0.048
H: -2.220 -3.955 -3.262  0.067
C: 1.578 -6.864 5.319  -0.539
N: 4.631 -0.076 0.685  0.017
N: -0.609 -1.996 2.737  0.008
O: -1.158 2.253 1.065  -0.186
O: 0.018 -3.529 -2.327  0.032
H: 3.537 -1.913 0.566  0.079
H: 0.786 2.731 1.112  0.114
C: -1.499 -0.160 -4.764  0.009
H: 0.742 3.128 -2.160  0.068
H: 0.814 3.873 4.242  0.111
H: 3.482 2.852 -0.268  0.108
S: -2.082 1.013 0.770  0.607
H: 5.395 -0.014 0.043  0.111
N: 2.356 3.006 -4.028  0.029
H: 0.450 -2.660 4.323  0.089
C: 0.373 0.753 0.136  -0.073
C: 0.910 7.180 -0.455  -0.070
H: 0.282 6.839 -1.290  0.079
C: -0.017 -4.732 -2.328  -0.557
O: 0.511 1.094 -4.832  -0.029
C: 3.793 0.986 0.753  -0.537
C: 1.850 3.587 3.964  0.012
H: -6.604 -0.678 -2.288  0.049
H: -4.748 2.473 -3.167  0.083
H: -6.353 1.103 1.546  0.108
H: 3.665 1.814 -5.126  0.090
C: 0.376 -1.768 3.686  -0.089
H: 3.614 2.900 5.526  0.121
H: 3.059 -4.063 4.543  0.076
H: 5.339 -2.065 0.714  0.098
O: 2.797 0.956 1.437  0.056
C: 1.913 -0.794 -3.312  -0.063
H: 3.343 3.381 -5.828  0.085
N: 3.091 2.061 5.369  0.009
N: 0.501 -0.859 -3.621  0.038
C: 0.845 -5.583 -1.450  0.007
C: 4.433 -1.518 1.040  -0.025
C: -4.370 -1.165 -2.730  0.015
H: 4.336 0.916 6.522  0.086
H: 0.724 8.220 -0.393  0.064
C: -5.391 -2.189 -2.280  -0.574
H: 4.210 -1.594 2.048  0.045
C: 2.330 4.006 -3.203  -0.585
H: -3.622 -1.023 -1.958  0.079
H: 0.238 4.532 -3.104  0.109
H: -2.796 -3.164 1.878  0.063
H: -0.245 -7.415 6.273  0.080
O: -1.039 0.440 -0.237  -0.213
O: -3.203 1.430 0.006  -0.219
C: -1.991 -3.132 1.226  0.021
H: 0.061 -8.232 4.599  0.101
H: 5.008 6.557 -1.645  0.101
C: -6.927 1.167 0.576  -0.087
O: 1.338 1.272 4.218  0.018
H: -7.597 -2.529 -0.405  0.078
H: 3.776 -5.632 4.616  0.092
H: -5.519 3.738 -2.359  0.084
H: -0.017 -1.725 -3.383  0.117
C: -6.131 1.872 -1.592  -0.516
H: -7.968 1.510 0.777  0.094
H: 1.512 2.471 -4.189  0.077
H: 1.912 -5.383 -1.534  0.086
H: -0.972 -6.366 -3.065  0.117
H: 4.801 1.851 -0.932  0.077
C: 4.676 6.524 -0.568  -0.019
H: 2.221 0.156 -2.865  0.070
H: 1.205 4.688 -1.662  0.023
C: -0.061 0.051 -4.390  -0.517
N: -6.585 -1.662 -2.113  0.012
H: 1.303 -1.458 3.288  0.072
H: 2.553 0.703 6.859  0.090
H: 4.796 5.534 -0.112  0.078
H: 5.433 7.096 -0.055  0.073
O: -5.156 -3.392 -2.189  0.016
H: 0.878 -0.080 0.578  0.103
H: 3.302 -0.071 5.439  0.074
H: -1.667 0.151 -5.829  0.111
H: -0.430 -6.554 4.740  0.047
H: 5.066 2.689 0.516  0.065
H: -1.373 -4.201 -4.829  0.076
C: 3.359 6.967 -0.072  -0.540
N: -6.283 2.112 -0.245  -0.003
H: -5.550 2.641 0.199  0.121
H: 2.491 -0.987 -4.208  0.082
C: -0.751 -3.152 2.096  -0.550

---

The following is a DFT calculation (wB97M-V/def2-TZVPD) of a molecular structure, C25H24F10FeN4O6PS2 at a distorted geometry.

Kohn-Sham gap (spin up / spin down): 7.3 / 7.3 eV
highest occupied orbital energy (spin up / spin down): -4.7 / -4.7 eV
spin multiplicity: 5
charge: -1
maximum force: 0.0310 Eh/bohr

Last column: Löwdin spin population.
Positions of all 73 atoms, in Å:
H: 2.453 2.853 1.513  0.000
H: -1.416 -3.590 1.371  0.000
C: 2.369 -0.131 2.318  0.003
C: -4.506 1.076 -0.531  0.000
N: -1.588 -1.311 2.553  -0.001
O: -0.348 -1.250 2.457  0.029
C: 2.177 3.644 0.819  0.000
N: 0.711 1.547 2.428  0.033
C: 0.269 2.820 2.959  0.005
H: 3.783 -1.622 -4.793  0.000
F: -2.758 1.403 -4.737  0.000
F: -5.215 1.197 0.588  0.000
C: -3.595 -4.379 -1.075  0.001
H: 0.852 4.441 -1.322  0.000
C: -2.986 -3.718 -2.129  0.000
H: -0.655 4.783 -0.478  0.000
C: -1.824 -3.639 0.373  0.001
H: 4.624 -1.330 4.539  0.000
C: 0.903 -1.488 -3.013  0.002
F: 3.567 0.425 6.152  0.000
C: -1.802 -3.024 -1.935  0.001
O: -2.217 1.923 0.417  0.021
C: 3.378 -0.897 2.829  0.000
C: 0.007 3.884 1.860  0.001
C: 1.238 -3.192 0.710  0.003
F: -1.571 -0.390 -4.528  0.000
C: 2.154 1.009 4.379  0.003
C: 3.827 -0.730 4.128  0.003
O: -2.181 -0.493 1.826  0.032
H: -1.049 3.912 1.610  0.000
H: 1.038 3.233 3.614  0.001
C: 1.668 0.870 3.048  0.005
F: -3.395 -0.180 -3.390  0.000
O: -3.845 3.594 -0.338  0.002
C: 3.109 -1.682 -3.948  0.002
F: 1.556 1.868 5.242  0.001
S: -3.164 2.364 -0.577  0.003
C: 1.758 -1.414 -4.101  0.000
H: -0.123 -1.198 -3.142  0.000
C: -3.006 -4.335 0.179  0.000
C: 0.418 4.693 -0.354  0.000
H: 2.120 -2.728 1.146  0.000
N: -2.613 2.327 -2.053  0.000
C: -2.340 0.482 -3.868  0.001
F: 2.024 -0.279 1.011  0.014
C: 3.183 0.239 4.874  0.000
H: 4.656 -2.157 -2.541  0.000
H: 0.634 -3.559 1.534  0.000
H: 2.538 4.609 1.214  0.000
C: 3.595 -1.994 -2.687  0.000
F: 3.976 -1.820 2.044  0.000
F: -5.332 1.243 -1.571  0.000
H: -0.637 2.706 3.566  0.000
N: 0.738 3.654 0.615  0.006
C: 1.358 -1.879 -1.754  0.002
C: -1.189 -2.978 -0.684  0.001
F: -3.981 -0.143 -0.584  0.000
O: -1.124 0.350 -1.490  0.018
H: 2.673 3.456 -0.134  0.000
O: -0.364 2.021 -3.125  0.000
H: -3.441 -3.726 -3.112  0.000
H: 0.278 4.868 2.280  0.000
H: -3.474 -4.835 1.018  0.000
H: -4.525 -4.913 -1.224  0.000
H: -1.359 -2.527 -2.783  0.000
H: 1.526 -4.020 0.063  0.001
C: 2.733 -2.092 -1.606  0.002
P: 0.279 -1.948 -0.259  0.016
S: -1.449 1.360 -2.476  0.003
H: 1.363 -1.131 -5.069  0.000
Fe: -0.409 0.503 0.800  3.779
H: 0.803 5.677 -0.036  0.000
H: 3.147 -2.313 -0.633  0.000

---

The following is a DFT calculation (wB97M-V/def2-TZVPD) of 2 unconnected molecules or ions with the total composition C2H10N2 at a distorted geometry.

Kohn-Sham gap: 9.6 eV
highest occupied orbital energy: -8.5 eV
SMILES: CNC.N
maximum force: 0.0257 Eh/bohr

Last column: Löwdin charge in e.
Positions of all 14 atoms, in Å:
N: -0.237 -0.067 -0.591  -0.204
C: -1.346 -0.468 -1.417  -0.164
H: -0.954 -0.906 -2.345  0.076
H: 0.376 -2.040 -0.147  0.080
H: -2.051 -1.190 -0.976  0.076
H: 1.262 -1.189 -1.429  0.072
C: 0.791 -1.065 -0.460  -0.146
H: 0.187 1.950 2.893  0.008
H: 1.546 -0.769 0.254  0.067
H: 1.552 2.161 2.055  0.015
H: -0.524 0.579 0.115  0.064
N: 0.881 1.454 2.349  0.023
H: 0.427 1.163 1.496  -0.040
H: -1.909 0.386 -1.798  0.072